No. 1
7 unconnected molecules or ions with the total composition C19H41BCl12IN2O3S, computed with ωB97M-V with the def2-TZVPD basis set.

```
! wB97M-V def2-TZVPD RIJCOSX def2/J DEFGRID3
* xyz 1 1
H 6.4736 2.7316 0.5948
C -2.8927 -0.4935 -1.1473
Cl -0.1141 -0.4997 3.6107
H -1.3024 2.3590 1.2389
H -1.3126 2.5018 -0.9861
H 1.1098 4.0213 2.2831
H -4.4713 -0.8629 -2.3575
Cl 7.3247 4.3608 2.0747
C 2.5664 0.0641 3.5739
Cl -3.3524 -5.4293 -6.6618
H -2.9670 -5.9241 -4.5580
H 5.0609 4.2666 -0.8348
H -2.4825 -0.4632 -4.2238
C 5.3757 4.5393 0.1712
H 0.4008 -1.6620 -2.0111
C -2.9253 -2.7988 -7.2290
C -5.2040 -0.8864 -0.5152
Cl -0.5017 2.6661 4.2510
H -4.5575 -3.9337 -8.0130
C 6.6422 3.8037 0.5237
I -2.3658 -2.5973 -0.7361
C -4.9673 -0.4256 0.9100
Cl -2.1258 -2.4438 -5.6681
C 0.0768 -1.0501 -2.8479
H 0.3669 1.7209 1.1556
H -1.4235 -7.5317 -3.3153
H 7.4227 1.7575 6.0932
H -0.0875 4.8737 4.9747
C -1.2110 0.3349 0.6077
C -2.6669 0.3341 0.1238
H 7.3969 3.9874 -0.2390
H -0.6010 -0.3253 0.0065
H 7.3327 2.2387 3.6159
Cl 5.2238 2.3942 5.5826
O -2.6982 0.2485 -3.5904
H 1.2524 5.6412 2.9690
H -1.1475 -0.0624 1.6250
N -4.2810 -0.3448 -1.5073
C -1.2849 -6.4539 -3.3283
H -6.1961 -0.5309 -0.7814
Cl 4.0354 4.1236 1.2697
C -0.1432 4.3966 3.9999
Cl -3.8474 -6.2241 -2.3951
H -4.1156 2.0771 1.9244
O -0.6639 0.0976 -2.4142
C -2.5829 -5.7237 -3.5526
H 3.5553 -0.2153 3.9304
H -5.5724 0.4288 1.1656
H -4.7214 -3.5467 -6.2985
H -2.1589 -3.1279 -7.9252
C 6.6524 1.3344 5.4511
H 5.5193 5.6162 0.2067
H -0.5827 -6.2049 -4.1225
H 1.7560 -1.9348 3.4972
H -5.2708 -1.9726 -0.5594
H -2.4494 -4.6479 -3.4556
C -4.0149 -3.8268 -7.0758
Cl 6.0289 0.3873 2.9650
H 1.6175 -1.1357 5.0646
H -3.3464 -1.8645 -7.5949
H -0.9828 4.8243 3.4537
O -0.4391 2.3692 -0.5914
Cl 2.5673 4.0896 4.1312
C 7.1633 1.2513 4.0364
H -2.9791 1.3589 -0.0502
H -3.0558 -0.9793 1.6960
S -3.5023 1.0646 2.5714
C 1.1270 4.5873 3.2124
N -3.5284 -0.1755 1.2721
Cl 2.6758 0.2177 1.7993
C 1.5673 -0.9837 3.9881
C -0.6013 1.7395 0.6755
H 8.1027 0.7012 4.0166
H 0.9729 -0.7317 -3.3687
H 2.3203 1.0438 3.9793
Cl -0.5245 -5.9723 -1.7875
B -2.0239 -0.0258 -2.4201
H 6.3807 0.3555 5.8381
H -5.3078 -1.2291 1.5543
H -0.5137 -1.6681 -3.5221
*
```

Properties
E_LUMO = -0.1110 Eh
F_max = 2.09 eV Å⁻¹
Energy = -7326.6529 a.u.
HOMO-LUMO gap = 8.913 eV

No. 2
A gas-phase ion, C19H41N3OP (charge +1), computed with ωB97M-V with the def2-TZVPD basis set.

```
! wB97M-V def2-TZVPD RIJCOSX def2/J DEFGRID3
* xyz 1 1
H 0.1549 -4.6559 1.3646
H 0.6000 1.7686 -2.8489
H 2.9496 1.9889 -0.6850
C 2.0986 3.8848 -1.5944
C -1.5925 -4.0111 0.2413
H 2.2713 -2.7636 1.7955
H -0.6280 0.1388 -2.1502
C 1.5822 1.4318 -2.4487
C 0.0656 -2.4998 1.6435
C -0.6659 2.2921 3.3323
C 0.3443 3.6109 0.0186
H 0.6428 -3.7325 -0.0809
H 2.3600 1.5761 -3.2362
H 1.3744 -0.7621 3.3169
H -1.0372 4.7651 0.8534
C 1.6160 -0.0918 -2.0098
H 4.5406 0.9402 2.0274
H -1.4328 1.1030 -0.2180
H -1.5671 -4.8314 -0.5122
H 3.0964 4.2495 -1.2550
H -1.6327 -2.7383 -3.9066
H 1.7970 -1.7490 0.4000
H 0.0327 -0.7554 -0.6624
P -1.6200 2.5933 1.7165
H -1.0137 1.2978 3.7184
H -0.8990 4.3927 4.0327
C 3.7103 0.7093 2.7476
H 1.2148 1.9892 0.7355
H 2.9303 1.4955 2.6060
C 1.8338 -0.6728 2.2948
O 3.2552 -0.6190 2.4875
H -2.6006 -4.0568 -2.2361
H 2.1480 -0.7541 -2.7259
C 1.5469 -1.9749 1.4648
C -1.6729 -2.1529 -2.9485
C -2.2701 -2.7563 -0.4332
C -2.5861 -2.9748 -1.9640
N 0.9783 2.3642 -0.1820
H -1.7251 -1.7985 -0.2775
N 1.0787 4.5589 -0.7624
H -2.1920 -4.3840 1.1049
H 0.4487 -1.9887 -3.4091
H 0.1465 -2.8523 -1.8732
H -0.0266 -2.8033 2.7144
H -2.2880 3.3099 4.4348
H -0.6814 -1.6936 1.4651
H 1.6129 5.1562 -0.1327
H 1.4398 0.2227 1.7441
C -1.1750 3.3671 4.3818
H 2.1414 -0.1139 -1.0172
H -0.7197 0.3661 1.2290
H 4.1720 0.7615 3.7682
C 2.0387 2.3259 -1.2319
H -3.2663 -2.6297 0.0725
C -0.1794 -1.9747 -2.4752
N -0.7057 3.8029 0.7805
C -1.6277 0.9222 0.8720
H -3.6368 -2.6105 -2.1280
H -0.7363 3.1684 5.3834
C -0.1202 -3.7703 0.7303
H -2.0981 -1.1581 -3.2283
H 2.0167 3.9958 -2.6952
H -2.5644 0.3487 1.0366
C 0.1260 -0.5940 -1.7650
H 0.4401 2.3110 3.1921
*
```

Properties
E_LUMO = -0.1196 Eh
SMILES = CCP(C)NC1=[NH+][C@@H](CCCCCCCCCCCCOC)CN1
F_max = 4.48 eV Å⁻¹
Energy = -1329.0955 a.u.
HOMO-LUMO gap = 8.943 eV

No. 3
A molecular structure, C19H42Cl14O6, computed with ωB97M-V with the def2-TZVPD basis set.

```
! wB97M-V def2-TZVPD RIJCOSX def2/J DEFGRID3
* xyz 0 1
O 1.4331 -3.9409 -0.7013
H 0.8393 1.0006 2.1270
H -0.1132 2.4715 1.7931
H -0.4038 -1.0056 -0.8050
H -4.1876 -3.3070 -2.9722
H -2.4468 -0.5796 2.4972
Cl -3.9589 1.6924 -0.1583
C -0.5025 1.1684 -0.9065
Cl -2.4327 2.4352 -3.5910
C 1.8261 4.1797 -1.9833
C -0.0396 -3.3654 3.3167
H -1.3598 1.8344 -1.0309
H 0.9173 5.4358 1.8276
C 2.6779 -0.5933 3.3908
H -0.0093 1.1011 -1.8722
Cl 4.4456 -0.5919 3.5687
C 0.0075 1.0952 1.4358
H -4.1699 -0.1224 -1.6284
H -0.8144 1.0977 -4.4627
Cl -2.4379 -0.4681 -3.8468
H 2.3382 -1.6267 3.3420
C -3.2598 -3.7191 -2.5926
H -2.1729 -3.3474 3.4768
C -1.8997 1.0834 -4.5490
H 2.6583 0.0241 -2.1230
H 2.2063 -2.1385 -1.3086
H -5.7360 0.4388 -1.0378
C -0.7113 3.7668 0.2442
C -0.2419 3.5529 1.6910
H 4.9739 -5.0083 -1.9412
H -1.4343 3.0257 -0.0887
H 2.1907 3.0837 0.4910
H -2.5551 -2.9350 -2.3370
H 1.9327 5.2571 -1.9711
Cl 0.9614 -0.8456 -3.4907
C 1.6188 4.0097 0.3794
O 1.0177 -3.3918 2.3742
H -0.9053 1.4688 1.9146
H 1.3482 3.8254 -1.0779
O 4.1262 -4.9775 -1.4940
H 4.2776 -3.0575 -2.2432
H 0.6786 -3.3836 1.4698
Cl -2.1923 1.5404 3.5522
H 1.4187 1.5660 -0.0501
H -1.1639 4.7624 0.1766
Cl -2.4955 -4.7643 -3.7921
Cl 1.7797 0.2858 4.6575
H 3.0252 -2.8893 0.0053
H 0.3019 -2.6878 4.1081
C 2.4582 0.0504 -3.1883
Cl 3.4685 3.4732 -1.9191
O 0.5144 3.7473 -0.4865
C 3.5112 -3.7779 -1.9496
H -1.8763 -0.7388 4.1187
C -4.7266 0.1736 -0.7443
Cl -4.7929 -1.1596 0.3989
C -1.3979 -2.8347 2.9079
C -2.5793 -0.1873 3.5011
H 1.7410 -4.7730 -0.3275
O -1.5292 -1.4384 3.1149
H 2.4503 1.0155 -3.6753
O -0.3199 -0.2322 0.9982
H 1.7812 4.0796 2.5176
C 0.3661 1.7943 0.1612
C 2.5575 -3.1097 -0.9625
Cl -3.6492 -4.6282 -1.0925
H 0.3024 2.8831 0.2207
H 2.4134 -0.2364 2.3981
H -2.0745 1.2062 -5.6137
Cl -4.1900 -0.5520 4.1287
C -0.9395 -0.1808 -0.3263
C 1.0299 4.3520 1.7775
Cl 0.8988 3.5451 -3.3579
H -1.0463 -0.9200 2.4434
H -0.1608 -4.3461 3.7911
Cl 3.8183 -0.8713 -3.8489
H 2.2671 4.8176 0.0416
H -0.9745 3.7641 2.4713
H 2.9247 -4.0161 -2.8442
H -1.6077 -2.9074 1.8284
H -1.9955 -0.4485 -0.2668
*
```

Properties
E_LUMO = 0.0099 Eh
F_max = 17.26 eV Å⁻¹
Energy = -7642.4361 a.u.
HOMO-LUMO gap = 8.218 eV